--- P ---
Here is an isolated ion of composition C3H3N2O and charge +1 from the OMol25 dataset. Energies are from ωB97M-V with the def2-TZVPD basis set.

Summary:
frontier orbital gap = 8.75 eV
HOMO energy = -17.40 eV
charge = +1
LUMO = -8.6506 eV

Structure (XYZ):
```
9
Properties=species:S:1:pos:R:3:nbo_charge:R:1
C -0.81457 0.32293 1.23169 0.188
C 0.06007 -0.21569 0.16355 0.183
C 0.71549 0.65500 -0.87264 -0.650
N -0.32174 -1.37507 0.20619 0.415
N -1.54970 0.27854 2.06857 -0.080
O -0.59081 -2.36466 0.69067 0.065
H -0.17760 0.86815 -1.47233 0.285
H 1.58327 0.28546 -1.54401 0.306
H 1.09557 1.54535 -0.47169 0.288
```

***

--- Q ---
Here is an isolated ion of composition C3H3N2O and charge +1 from the OMol25 dataset. Energies are from ωB97M-V with the def2-TZVPD basis set.

Summary:
frontier orbital gap = 8.00 eV
HOMO energy = -17.32 eV
charge = +1
LUMO = -9.3218 eV

Structure (XYZ):
```
9
Properties=species:S:1:pos:R:3:nbo_charge:R:1
C 0.80927 -0.05834 -1.21983 0.198
C 0.02614 -0.20032 0.08850 0.218
C -1.07541 0.62027 0.44369 -0.688
N 0.76373 -1.11661 0.53286 0.386
N 1.72432 -0.24021 -1.83662 -0.111
O 1.80407 -1.60912 0.48348 0.087
H -0.76226 1.56453 -0.00135 0.304
H -1.28380 0.53525 1.52459 0.292
H -2.00606 0.50454 -0.01531 0.313
```

***

--- R ---
Here is an isolated ion of composition C3H3N2O and charge +1 from the OMol25 dataset. Energies are from ωB97M-V with the def2-TZVPD basis set.

Summary:
frontier orbital gap = 7.57 eV
HOMO energy = -15.70 eV
charge = +1
LUMO = -8.1255 eV

Structure (XYZ):
```
9
Properties=species:S:1:pos:R:3:nbo_charge:R:1
C -1.05232 -0.81076 0.22369 -0.156
C 0.39690 0.77332 -0.86730 0.195
C -0.46799 -0.88943 1.45977 0.879
N -0.63627 -0.05066 -0.78814 -0.139
N 1.59058 0.51894 -0.60164 -0.519
O 0.00168 -1.21319 2.44271 -0.188
H -1.99123 -1.21844 0.30771 0.281
H -0.13331 1.70411 -1.52873 0.251
H 2.29196 1.18611 -0.64807 0.396
```

***

Relative energies, in hartree, with the most stable structure set to zero: P 0.0764; Q 0.1016; R 0.0000.

***

--- P ---
Here is C6H11N2 as an isolated structure from the OMol25 dataset. Energies are from ωB97M-V with the def2-TZVPD basis set.

Summary:
frontier orbital gap = 4.78 eV
HOMO energy = -12.34 eV
charge = +1
LUMO = -7.5537 eV

Structure (XYZ):
```
19
Properties=species:S:1:pos:R:3:nbo_charge:R:1
C 0.06144 0.86321 -2.11348 -0.078
C 0.02546 1.39638 -0.76621 -0.548
C -0.35231 0.38187 0.29226 -0.081
C 0.11140 -0.91315 0.46665 -0.019
N -0.40489 -1.39232 1.62554 -0.487
C -1.24496 -0.46149 2.19531 -0.003
C -1.25964 0.62286 1.36451 -0.303
N 2.16071 -0.42907 -1.96814 -0.882
H -0.74770 0.36894 -2.64063 0.269
H 0.54253 1.56138 -2.79678 0.247
H -0.80377 2.09266 -0.53898 0.360
H 0.93941 1.90091 -0.43311 0.284
H 0.86164 -1.53880 0.00123 0.239
H -0.25940 -2.36484 1.83952 0.433
H -1.56435 -0.69021 3.20087 0.243
H -1.78952 1.56169 1.42800 0.237
H 1.22960 0.16401 -1.96082 0.270
H 3.13726 -0.18019 -1.87187 0.427
H 2.03013 -1.21826 -2.58747 0.392
```

***

--- Q ---
Here is a 2-piece molecular cluster, C6H11N2 overall from the OMol25 dataset. Energies are from ωB97M-V with the def2-TZVPD basis set.

Summary:
frontier orbital gap = 9.14 eV
HOMO energy = -13.25 eV
charge = +1
LUMO = -4.1085 eV

Structure (XYZ):
```
19
Properties=species:S:1:pos:R:3:nbo_charge:R:1
C -3.50106 -0.61386 0.48532 -0.131
C -2.34090 -0.95506 1.02401 -0.149
C -2.34011 -0.34639 -0.26367 0.258
C 1.86550 -1.16958 0.58991 -0.594
C 1.07745 0.83419 -0.54576 0.312
C 1.54056 0.40262 0.76276 -0.495
N -1.70718 0.21260 -1.23300 -0.788
N 1.56987 1.67902 -1.38083 -0.591
H -4.58176 -0.56009 0.35754 0.261
H -1.85885 -1.22854 1.95147 0.243
H 2.78477 -1.40455 0.15547 0.237
H 0.91978 -1.61579 0.20123 0.227
H 2.10404 -1.56930 1.53521 0.243
H -0.02603 0.73498 -0.77000 0.281
H 2.55091 0.90059 0.98521 0.231
H 0.76759 0.59039 1.46987 0.264
H -2.52906 0.45115 -1.83024 0.366
H 1.23571 1.76143 -2.28785 0.430
H 2.46876 1.89618 -1.20665 0.396
```

***

Relative energies, in hartree, with the most stable structure set to zero: P 0.0298; Q 0.0000.